(1)
Computed, not measured: C35H35N5O2PtSSeSi as an isolated structure at a distorted geometry, with ωB97M-V/def2-TZVPD.

```
81
Properties=species:S:1:pos:R:3:forces:R:3:lowdin_charge:R:1
Pt -0.19222 0.53604 -0.49011 -1.4847 -0.3975 0.3290 0.967
S -1.17136 -1.11649 -2.03003 0.4565 0.3474 -0.1041 0.551
C -0.23334 -0.20829 -3.25987 -0.5297 -1.8648 0.5518 -0.776
N 0.38306 -0.79607 -4.25683 0.1736 0.8116 -0.1275 0.081
N 0.30221 -2.09057 -4.31024 -0.5359 -0.1466 0.4869 -0.010
C 1.08974 -2.88478 -5.12767 0.4710 -0.3805 -0.5403 -0.231
C 2.01080 -2.35146 -6.03038 -0.2287 0.1892 0.2047 -0.027
C 2.80026 -3.20321 -6.78093 0.0640 -0.1823 -0.0477 -0.088
C 2.68521 -4.58045 -6.64737 -0.0326 -0.0637 0.0101 -0.098
C 1.75523 -5.10899 -5.76183 0.0824 -0.0014 -0.0577 -0.089
C 0.96017 -4.27111 -5.00512 -0.1157 0.2825 0.0982 -0.028
N -0.13944 1.12675 -3.21843 -0.2344 1.7124 -0.2584 0.058
N -0.42865 1.73089 -2.13617 0.5142 -1.4224 -0.8158 -0.144
C -0.54457 3.11769 -2.24162 0.0278 1.4970 -0.0224 -0.250
C -0.57813 3.75746 -3.48970 -0.0150 -0.3981 0.1541 -0.007
C -0.67652 5.13113 -3.56362 0.0116 0.1053 -0.0221 -0.073
C -0.73782 5.90041 -2.40733 0.0056 -0.1059 0.0746 -0.072
C -0.70934 5.27127 -1.17123 0.0285 0.2272 -0.0604 -0.080
C -0.61947 3.89400 -1.08399 0.1652 -0.4368 -0.1585 -0.077
H -0.27591 -2.54762 -3.60389 0.1130 -0.0170 0.0718 0.057
H 2.08857 -1.27655 -6.11864 0.0551 -0.0099 -0.0208 0.103
H 3.52461 -2.80102 -7.47704 -0.0291 0.0893 0.0143 0.104
H 3.31387 -5.24439 -7.22496 0.0092 0.0345 -0.0348 0.100
H 1.65746 -6.18110 -5.65503 -0.0178 -0.0028 0.0078 0.104
H 0.23644 -4.67274 -4.30528 0.0198 -0.0453 -0.0006 0.113
H -0.51978 3.15174 -4.38129 -0.0363 0.0443 -0.0546 0.108
H -0.70924 5.61133 -4.53294 0.0158 -0.0198 -0.0064 0.106
H -0.80887 6.97781 -2.47261 -0.0099 0.0073 0.0107 0.105
H -0.75341 5.86035 -0.26379 -0.0020 -0.0254 0.0243 0.111
H -0.56176 3.40683 -0.12004 -0.0553 0.0506 -0.0476 0.076
O -0.24577 -0.68287 2.11506 0.4040 0.5336 0.1290 -0.356
O 0.23300 -0.89799 0.78504 -0.2205 -0.0986 -0.0706 -0.463
C 0.40941 -3.46522 2.92882 -0.0534 0.3919 0.0470 -0.163
Si -0.86447 -2.08561 2.78108 -0.2569 -0.5625 -0.0304 0.429
C -2.28528 -2.79607 1.75875 0.2114 0.1848 0.1064 -0.154
C -1.40307 -1.43428 4.46283 0.0786 -0.2089 -0.2051 -0.145
H -0.03703 -4.33768 3.41107 -0.0331 -0.0075 0.0001 0.031
H 1.27936 -3.16191 3.51358 -0.0037 0.0079 0.0202 0.030
H 0.75898 -3.76852 1.94074 -0.0342 0.0157 -0.0303 0.030
H -3.02785 -3.27991 2.39694 0.0237 -0.0186 0.0399 0.029
H -1.91141 -3.54304 1.05627 0.0273 0.0070 0.0066 0.031
H -2.79637 -2.02919 1.17892 -0.0372 0.1036 0.0066 -0.003
H -2.11508 -2.11975 4.92644 -0.0035 -0.0016 0.0308 0.031
H -1.87792 -0.45635 4.38066 -0.0358 0.0050 -0.0655 0.013
H -0.54741 -1.33434 5.13186 0.0216 0.0072 -0.0023 0.032
Se -2.62336 1.03939 0.51628 1.2701 -0.3914 -0.7975 0.857
C -2.88281 2.66165 1.46913 0.3848 0.1019 0.1328 -0.618
C -2.99485 2.61812 2.85720 0.0965 -0.0165 -0.1430 -0.102
C -3.24647 3.80094 3.53498 -0.0796 0.0147 0.0597 -0.142
N -3.38168 4.97740 2.93077 -0.0013 0.0783 0.0587 0.065
C -3.28814 5.00675 1.60460 -0.0311 0.0042 -0.0602 -0.139
C -3.04903 3.88462 0.82617 -0.1076 -0.1039 0.0831 -0.119
H -2.89148 1.67739 3.37991 0.0565 0.0283 0.0607 0.087
H -3.34543 3.80899 4.61501 0.0211 -0.0438 -0.0077 0.107
H -3.42141 5.97792 1.13974 0.0164 -0.0129 -0.0223 0.109
H -2.99231 3.95265 -0.25003 -0.0905 0.0226 0.0388 0.093
C 4.27320 4.48012 3.45516 0.0073 -0.0150 0.0380 -0.094
C 2.94922 4.51201 3.86632 -0.0306 0.0630 0.0517 -0.087
C 2.00445 3.72403 3.23044 0.0217 -0.0567 -0.1021 -0.040
C 2.36141 2.90257 2.15876 0.1005 0.0692 -0.0114 -0.204
C 3.70395 2.85078 1.77662 -0.0442 -0.0011 0.0924 -0.029
C 4.64798 3.63146 2.42311 0.0403 0.0201 -0.0614 -0.079
C 1.29648 2.14724 1.47512 0.2726 0.0789 -0.1110 -0.068
C 1.29400 1.72809 0.21058 -0.9819 0.2064 1.1967 -0.265
C 2.24427 1.91438 -0.88114 0.1221 -0.2216 -0.1449 -0.280
C 2.75026 0.77782 -1.52898 -0.0920 0.0294 0.1636 -0.052
C 3.57515 0.90577 -2.63422 0.0731 0.0328 -0.1645 -0.071
C 3.90524 2.16638 -3.10875 -0.0383 -0.1114 0.0029 -0.073
C 3.39280 3.29834 -2.48396 -0.0031 0.0880 0.0545 -0.060
C 2.57064 3.18027 -1.37851 0.0210 -0.0125 -0.0438 -0.036
H 5.01049 5.10365 3.94374 0.0088 -0.0219 0.0190 0.100
H 2.64856 5.15414 4.68443 0.0103 0.0058 0.0000 0.102
H 0.96944 3.74994 3.55125 -0.0122 0.0081 0.0086 0.110
H 4.01433 2.18667 0.98266 -0.0068 -0.0183 -0.0283 0.112
H 5.68469 3.57846 2.11524 0.0001 0.0047 0.0031 0.103
H 0.42786 1.93572 2.09209 -0.0381 -0.0291 -0.0650 0.097
H 2.50599 -0.20584 -1.13838 0.0482 -0.0038 0.0245 0.113
H 3.95592 0.02242 -3.13035 0.0139 -0.0104 0.0281 0.107
H 4.56248 2.26760 -3.96242 -0.0362 0.0096 -0.0282 0.103
H 3.62876 4.28314 -2.86701 0.0496 -0.0066 0.0162 0.107
H 2.17568 4.06444 -0.89507 -0.0163 -0.0263 0.0170 0.122
```
Forces are in eV/Å.

Values from the calculation:
Multiplicity = 1
HOMO level (alpha / beta) = -7.5 / -7.5 eV
Total energy = -4987.26179 Eh
Molecular weight = 891.9 g/mol
Relative energy (zero: lowest compared OMol25 entry of this formula, charge and spin) = 0.00 kJ/mol

(2)
Computed, not measured: C35H36BIrN9OSi as an isolated structure at a distorted geometry, with ωB97M-V/def2-TZVPD.

```
84
Properties=species:S:1:pos:R:3:forces:R:3:lowdin_spin:R:1
Ir -0.17278 -0.55192 0.28009 -1.4433 -2.1688 1.9823 0.004
C 3.86336 -0.09248 -0.87116 0.0070 -0.0348 0.0405 0.000
C 2.65526 0.39182 -0.39525 0.0072 0.0666 0.0090 0.001
N 1.85560 -0.63465 -0.08789 -0.8290 0.4533 -0.7378 0.001
N 2.51975 -1.77723 -0.35845 0.2381 0.0004 -0.0030 0.000
C 3.72953 -1.47026 -0.84195 -0.0125 0.1554 -0.0145 0.000
B 1.76256 -3.09476 -0.08424 0.1840 -0.3352 -0.0257 0.000
N 0.62187 -3.06981 -1.11652 -0.1913 -0.2430 -0.0537 0.000
C 0.48165 -3.77384 -2.24206 -0.1025 0.0462 -0.0995 0.000
C -0.60060 -3.27137 -2.94473 0.0064 0.0455 0.0204 0.000
C -1.07548 -2.22816 -2.17009 -0.1689 -0.0428 0.0295 0.000
N -0.33861 -2.12574 -1.05447 0.6230 1.0390 0.2494 0.001
N 1.19281 -2.97753 1.34024 -0.0504 0.0031 0.0963 0.000
C 1.53786 -3.68644 2.42164 -0.0508 -0.0110 0.1557 0.000
C 0.91913 -3.13086 3.52565 -0.0467 0.0284 -0.0274 0.000
C 0.19876 -2.05482 3.02635 -0.0159 0.0013 0.0442 0.000
N 0.36432 -1.97896 1.70384 0.2696 0.8707 -0.5871 0.001
N 2.54614 -4.36975 -0.18072 0.0971 0.1754 -0.1347 0.000
C 3.87155 -4.68468 -0.09829 0.0495 0.0640 0.0048 0.000
C 3.97962 -6.04572 -0.09840 -0.0678 -0.1374 0.0902 0.000
C 2.64632 -6.50621 -0.16364 0.0986 0.1145 0.1398 0.000
N 1.79251 -5.50353 -0.19262 -0.1045 -0.0715 -0.1777 0.000
H 4.71838 0.47544 -1.19107 0.0012 0.0012 0.0062 0.000
H 2.33004 1.40887 -0.24936 -0.0622 -0.0112 -0.0641 0.000
H 4.41622 -2.23449 -1.15826 0.0108 -0.0187 0.0651 0.000
H 1.14533 -4.58548 -2.48176 -0.0070 -0.0581 0.1301 0.000
H -0.97946 -3.61227 -3.89138 -0.0473 -0.0309 0.0299 0.000
H -1.91450 -1.58056 -2.34511 0.0410 0.0286 -0.0086 0.000
H 2.19646 -4.53594 2.35474 -0.0341 -0.0227 -0.1171 0.000
H 0.98326 -3.45766 4.54805 -0.0107 -0.0144 -0.0042 0.000
H -0.41164 -1.34687 3.55354 -0.0262 0.0099 -0.0139 0.000
H 4.64667 -3.94247 -0.02039 -0.0316 0.0260 0.0141 0.000
H 4.87663 -6.63570 -0.03028 0.0259 0.0371 -0.0539 0.000
H 2.28694 -7.52254 -0.16805 -0.0216 0.0024 -0.0258 0.000
C -4.92530 -0.67840 2.02935 0.0707 0.2012 -0.0147 0.050
C -3.86494 -1.05247 3.02676 -0.3271 -0.4863 -0.0069 0.407
C -4.28114 -1.01891 4.46582 0.1903 0.2510 0.0578 0.071
C -3.05625 -2.25050 2.61911 0.2374 0.1481 0.0871 0.060
Si -2.32044 0.79639 2.88932 -0.1527 0.9578 0.5474 0.137
O -1.43974 0.29806 1.67490 0.6622 -0.4547 -0.9296 0.048
C -1.32917 1.20698 4.40462 0.0111 -0.3903 -0.3289 0.015
C -1.85341 1.83905 5.53659 -0.0239 -0.0589 0.1050 0.007
C -1.01710 2.29454 6.54287 -0.0559 -0.0059 -0.0211 0.000
C 0.35562 2.11757 6.44258 0.0101 0.0196 -0.0124 0.008
C 0.89426 1.48648 5.33076 0.0391 -0.0246 -0.0398 0.000
C 0.06186 1.04871 4.31354 -0.0554 0.0416 0.1163 0.007
C -3.66223 2.02776 2.53830 0.1934 -0.2841 -0.2274 0.039
C -4.62158 2.42422 3.47393 -0.0704 0.0627 -0.0684 0.011
C -5.67049 3.24851 3.09781 0.0680 -0.0065 0.0397 0.000
C -5.77242 3.68760 1.78387 -0.0201 0.0245 0.0120 0.013
C -4.80999 3.32627 0.85263 0.0786 0.0320 -0.0543 0.002
C -3.75763 2.50457 1.22687 -0.1181 -0.0608 0.0385 0.013
H -5.57812 -1.55084 1.90464 0.0421 -0.0373 0.0230 0.021
H -4.50834 -0.44240 1.04832 -0.0070 -0.0343 -0.0132 0.006
H -5.53977 0.15417 2.36137 0.0023 0.0147 -0.0311 0.001
H -5.00814 -1.82941 4.61601 0.0053 -0.0185 -0.0330 0.032
H -4.78491 -0.09189 4.73517 -0.0402 -0.0187 0.0078 0.003
H -3.45150 -1.19812 5.15046 -0.0107 -0.0131 -0.0030 0.004
H -3.75510 -3.05083 2.34950 -0.0304 0.0066 0.0467 0.024
H -2.42461 -2.61733 3.42517 0.0132 -0.0223 0.0041 0.000
H -2.43681 -2.06289 1.74293 -0.0571 -0.0399 -0.0637 0.008
H -2.91581 1.99679 5.65052 -0.0206 -0.0244 -0.0249 0.001
H -1.44066 2.79220 7.40464 0.0143 0.0001 0.0062 0.000
H 1.00615 2.48952 7.22278 -0.0012 -0.0550 0.0274 0.000
H 1.96274 1.33336 5.25493 0.0062 0.0796 -0.0211 0.000
H 0.50030 0.60496 3.42958 0.0289 -0.0057 0.0107 0.001
H -4.57422 2.09010 4.50069 -0.0243 -0.0278 -0.0021 0.001
H -6.40944 3.54362 3.83057 -0.0069 0.0179 -0.0143 0.000
H -6.59918 4.32071 1.49075 0.0005 0.0003 -0.0027 0.001
H -4.87875 3.68299 -0.16711 -0.0068 0.0281 0.0032 0.000
H -3.00275 2.22704 0.50078 -0.0487 -0.0110 0.0129 0.001
N -1.41588 0.55851 -0.99236 1.0401 0.0782 -0.2673 0.000
C -2.25659 0.91759 -1.68522 0.1302 0.1474 0.0447 0.000
C -3.31134 1.33785 -2.54381 -0.2299 -0.0480 -0.0891 0.000
C -3.30965 2.62097 -3.09522 0.1364 0.0259 0.0739 0.000
C -4.34882 2.99556 -3.92541 -0.0587 0.0193 -0.0339 0.000
C -5.37714 2.10274 -4.20388 0.0492 -0.0292 0.0434 0.000
C -5.37010 0.82268 -3.66061 -0.0455 0.0122 -0.0411 0.000
C -4.34044 0.43220 -2.82717 0.0667 0.0054 0.0643 0.000
H -2.50065 3.30547 -2.87727 -0.0053 0.0059 0.0016 0.000
H -4.35778 3.98425 -4.36253 0.0093 0.0060 0.0126 0.000
H -6.18924 2.40518 -4.85102 0.0077 -0.0033 -0.0154 0.000
H -6.16768 0.13063 -3.89232 -0.0044 0.0022 0.0150 0.000
H -4.32531 -0.56060 -2.39545 -0.0271 0.0035 -0.0009 0.000
```
Forces are in eV/Å.

Values from the calculation:
Charge = +2
Multiplicity = 2
HOMO level (alpha / beta) = -13.7 / -13.7 eV
Total energy = -2341.63209 Eh
Molecular weight = 829.9 g/mol
Relative energy (zero: lowest compared OMol25 entry of this formula, charge and spin) = 39.26 kJ/mol

(3)
Computed, not measured: C35H36Cl2KN3O4P2S as an isolated structure at a distorted geometry, with ωB97M-V/def2-TZVPD.

```
84
Properties=species:S:1:pos:R:3:forces:R:3:lowdin_charge:R:1
K 1.20642 2.10951 -0.36199 -0.1452 -1.6180 -1.1920 0.502
C 5.17138 0.61876 0.97440 -0.0390 -0.0848 -0.1231 0.004
C 4.32043 1.63470 1.64846 -0.0527 -0.0309 -0.0379 -0.364
N 3.22214 2.15537 1.14516 0.4133 0.2482 0.4113 0.065
C 2.75448 3.05836 2.09098 -0.0925 -0.0935 -0.2965 -0.119
C 3.58940 3.04750 3.16622 0.3309 -0.0366 0.2559 -0.085
N 4.58380 2.15190 2.86617 -0.0394 0.0062 0.0582 0.177
C 3.64592 3.73804 4.47799 -0.5897 0.2361 0.2381 -0.501
O 2.61201 4.48472 4.77890 1.1638 -0.4699 1.0199 0.119
O 4.60228 3.55250 5.19985 0.2617 -0.0121 0.0858 0.077
C 1.55734 3.96377 1.87615 0.5125 -0.1372 -0.1583 -0.590
O 1.17854 4.58602 2.89196 -0.9177 0.1742 -0.3744 0.040
O 1.09147 4.03105 0.72474 -0.1592 1.5158 0.9876 -0.164
H 4.67671 0.29919 0.05707 0.0341 0.0200 0.0391 0.066
H 5.33149 -0.25854 1.60072 -0.0241 -0.0184 0.0602 0.083
H 6.14886 1.02677 0.71869 0.0480 0.0429 -0.0195 0.083
H 5.35473 1.96935 3.49467 -0.1058 0.0098 -0.0819 0.171
H 1.91809 4.42527 4.02505 -0.2491 0.4604 -0.4519 0.005
Cl 3.27593 3.04666 -2.24924 0.0693 0.1645 -0.3229 0.561
C 2.09220 3.58375 -3.45820 -0.0486 0.1181 -0.0553 -0.936
Cl 0.41647 3.55964 -2.84201 0.2184 0.1682 -0.3785 0.534
H 2.14735 2.91823 -4.31608 -0.0248 0.0712 0.1203 0.028
H 2.32791 4.60941 -3.73153 -0.0331 -0.1508 0.0541 0.036
C -5.67217 -0.32944 -0.08216 -0.0694 0.1342 -0.0833 -0.417
S -5.25274 -1.93649 0.61094 0.0433 -0.0341 0.1508 0.806
C -4.22729 -2.64945 -0.70182 -0.0370 -0.0762 -0.2573 -0.491
C -2.71887 -2.49566 -0.54780 -0.0894 -0.0142 0.0512 -0.232
C -2.27826 -1.04520 -0.57668 -0.1684 0.1322 0.0428 -0.310
N -0.81754 -0.89254 -0.49564 0.1109 0.0888 -0.0260 -0.453
P -0.13524 -0.30020 0.97297 0.1080 0.0885 -0.1326 0.997
C -0.79095 -1.46223 2.20534 -0.0747 -0.0923 -0.0661 -0.365
C -2.04384 -1.35281 2.79978 -0.0975 0.0399 -0.0623 -0.103
C -2.51028 -2.34814 3.64256 0.0217 -0.0190 0.0140 -0.072
C -1.72539 -3.46161 3.90405 0.0494 0.0390 -0.0379 -0.077
C -0.46555 -3.57284 3.33060 -0.0703 0.0030 0.0552 -0.082
C -0.00129 -2.57384 2.49160 0.0475 -0.0375 0.0047 -0.106
C -1.06310 1.23985 1.36479 -0.1037 -0.1643 -0.0261 -0.417
C -1.02599 1.70206 2.68034 0.0514 0.0385 0.0358 -0.100
C -1.58317 2.92312 3.01646 0.0276 0.0805 0.0329 -0.063
C -2.18514 3.70776 2.04546 0.0348 0.0029 -0.0007 -0.061
C -2.21955 3.26793 0.73360 0.0589 0.0162 -0.0169 -0.068
C -1.65278 2.04934 0.39051 -0.2021 -0.2066 0.0191 -0.157
P -0.13541 -0.30120 -1.99614 0.1818 0.0214 0.1645 1.000
C -0.83378 -1.46477 -3.20887 -0.0406 -0.1624 -0.0076 -0.373
C -0.49211 -2.81563 -3.26616 0.0652 0.0208 0.0029 -0.089
C -1.08123 -3.64689 -4.20049 -0.0395 0.0320 -0.0391 -0.074
C -2.01845 -3.13453 -5.09117 -0.0040 -0.0091 -0.0024 -0.078
C -2.35848 -1.79304 -5.04870 0.0091 -0.0128 0.0189 -0.079
C -1.76443 -0.96100 -4.10863 -0.0367 -0.0020 -0.0563 -0.108
C 1.60235 -0.89769 -1.98389 -0.2520 -0.1017 0.0083 -0.391
C 2.38741 -0.40170 -3.01967 0.1192 0.0864 0.0129 -0.126
C 3.69630 -0.82408 -3.18412 0.0326 -0.0289 0.0416 -0.079
C 4.23874 -1.75126 -2.30569 -0.0935 0.0299 0.0157 -0.084
C 3.46127 -2.25660 -1.27247 0.0416 0.0289 -0.0081 -0.081
C 2.15110 -1.83318 -1.11428 -0.1701 -0.0995 0.1821 -0.109
H -6.38397 0.13469 0.59767 -0.0266 -0.0340 0.0496 0.030
H -6.15400 -0.43441 -1.05354 0.0024 -0.0488 -0.0194 0.036
H -4.81737 0.33653 -0.17313 0.1213 -0.0097 0.0127 0.019
H -4.56382 -2.21360 -1.64774 0.0266 -0.0028 0.0102 0.078
H -4.48653 -3.70859 -0.75005 0.0163 0.0289 0.0716 0.070
H -2.22715 -3.04323 -1.35608 -0.0329 0.0242 0.0193 0.098
H -2.38857 -2.94301 0.39138 -0.0019 -0.0360 0.0516 0.104
H -2.73341 -0.49693 0.25078 -0.0682 -0.0774 0.0156 0.075
H -2.65118 -0.55683 -1.48787 -0.0350 -0.0652 0.0201 0.101
H -2.66831 -0.49160 2.59679 0.0020 -0.0235 -0.0016 0.104
H -3.49323 -2.25633 4.08223 -0.0417 -0.0082 0.0317 0.107
H -2.09094 -4.23732 4.56024 -0.0297 -0.0721 0.0534 0.103
H 0.15544 -4.43130 3.54293 0.0301 -0.0512 0.0203 0.102
H 0.98847 -2.65727 2.05770 0.0103 0.0209 -0.0314 0.091
H -0.54322 1.11464 3.45389 -0.0051 -0.0357 -0.0312 0.117
H -1.51313 3.27997 4.03441 -0.0111 0.0078 0.0211 0.115
H -2.58777 4.67556 2.30524 -0.0409 0.0384 0.0189 0.111
H -2.66096 3.88723 -0.03526 -0.0245 0.0220 -0.0271 0.110
H -1.67418 1.74242 -0.65269 -0.0076 -0.0918 0.0760 0.075
H 0.24012 -3.21660 -2.57645 0.0164 0.0091 0.0327 0.109
H -0.81346 -4.69338 -4.23846 0.0153 -0.0518 -0.0052 0.106
H -2.47865 -3.78431 -5.82163 -0.0267 -0.0434 -0.0475 0.104
H -3.08176 -1.39105 -5.74316 -0.0485 0.0124 -0.0530 0.103
H -2.02428 0.09049 -4.07500 -0.0019 0.0283 0.0113 0.099
H 1.97075 0.32189 -3.71086 -0.0577 0.0511 -0.0289 0.095
H 4.29269 -0.42459 -3.99155 0.0500 0.0149 -0.0533 0.106
H 5.26095 -2.07642 -2.42471 0.1014 -0.0408 -0.0149 0.104
H 3.87263 -2.98446 -0.58632 0.0386 -0.0245 0.0164 0.106
H 1.54535 -2.24223 -0.31148 0.0442 0.0530 -0.0881 0.075
```
Forces are in eV/Å.

Values from the calculation:
Multiplicity = 1
HOMO level = -8.5 eV
Total energy = -4421.89610 Eh
Molecular weight = 766.7 g/mol
Relative energy (zero: lowest compared OMol25 entry of this formula, charge and spin) = 74.49 kJ/mol